No. 1
The following is a quantum chemistry calculation of C29H17Co2F3O8S as an isolated structure, from the Open Molecules 2025 dataset.

Total charge = -2
LUMO level = 4.330 eV
Calculated total energy = -140968.6224 eV

```
60
C29H17Co2F3O8S, DFT the ωB97M-V functional and the def2-TZVPD basis
F 0.6952 -7.3673 -1.5014
C 1.0137 -6.2157 -2.1732
F 2.0715 -6.5091 -2.9865
F -0.0515 -5.9318 -2.9952
C 1.3019 -5.0765 -1.2339
C 2.2581 -4.1133 -1.5606
C 2.4924 -3.0627 -0.6872
C 1.7511 -2.9248 0.5381
C 1.9264 -1.7770 1.3406
S 1.0954 -1.5051 2.8350
C 1.8695 -0.0446 3.5623
C 3.0360 -0.2270 4.3062
C 3.6171 0.8500 4.9783
C 3.0394 2.1230 4.8923
C 1.8818 2.3111 4.1260
C 1.2972 1.2297 3.4565
O -0.2860 -1.1007 2.6309
O 1.3734 -2.5605 3.7866
C 0.8273 -3.9783 0.8531
C 0.5804 -4.9977 -0.0430
H 2.8122 -4.1972 -2.4937
H 3.2549 -2.3110 -0.9148
H 2.7258 -1.0625 1.1417
H 3.4868 -1.2137 4.3656
H 4.5208 0.6874 5.5695
H 3.4964 2.9675 5.4159
H 1.4283 3.3033 4.0488
H 0.3997 1.3878 2.8621
H 0.3018 -3.9882 1.8088
H -0.1724 -5.7450 0.1945
O -5.2174 2.1050 -3.5108
C -4.4703 1.5909 -2.7854
Co -3.3851 0.8225 -1.6416
C -3.8302 1.3296 -0.0348
O -4.0260 1.6989 1.0495
C -3.7812 -0.8897 -1.4842
O -4.1349 -1.9745 -1.2808
C -1.5491 1.7951 -1.6765
C -1.4972 3.1818 -1.2319
C -2.3886 4.1503 -1.7439
C -2.5546 5.3637 -1.0758
C -1.7961 5.6437 0.0693
C -0.7628 4.7761 0.4488
C -0.5704 3.5749 -0.2368
C -0.7273 0.6912 -1.3247
C -0.2305 0.0408 -0.2651
Co -0.9815 0.8179 -3.0601
C -1.6679 1.6159 -4.4950
O -2.0303 2.0358 -5.5095
C -1.3853 -0.8751 -3.4281
O -1.5193 -1.9676 -3.7879
C 0.7406 0.8097 -3.5058
O 1.8657 0.7300 -3.7654
H -2.9559 3.9260 -2.6529
H -3.2852 6.0831 -1.4530
H -1.9963 6.5428 0.6583
H -0.0930 5.0220 1.2776
H 0.2659 2.9107 0.0023
H 0.5039 -0.7463 -0.4238
H -0.5846 0.2446 0.7445
```


No. 2
The following is a quantum chemistry calculation of C19H21N3PPtS2 as an isolated structure, from the Open Molecules 2025 dataset.

Total charge = +1
⟨S²⟩ = 2.0080
LUMO level (alpha / beta) = -3.079 / -4.493 eV
ΔE to the lowest compared entry with this formula, charge and spin = 0.000 eV
2S+1 = 3
Calculated total energy = -58714.9575 eV

```
47
C19H21N3PPtS2, DFT the ωB97M-V functional and the def2-TZVPD basis
Pt -1.6857 0.0735 -0.7603
S -3.2572 1.0853 -2.1465
C -4.1321 1.3942 -0.6502
C -5.3337 2.0569 -0.4830
C -5.8308 2.1799 0.8048
C -5.1359 1.6348 1.8774
C -3.9493 0.9791 1.6275
N -3.4613 0.8741 0.3830
H -5.8580 2.4567 -1.3448
H -6.7701 2.6965 0.9742
H -5.5068 1.7114 2.8910
H -3.3711 0.5250 2.4243
C -1.5976 -3.3254 -1.2089
P -0.7831 -2.0046 -0.2936
C -0.7907 -2.5885 1.4140
C 0.9541 -2.0274 -0.8029
C 1.2829 -2.0997 -2.1595
C 2.6134 -2.0165 -2.5618
C 3.6200 -1.8505 -1.6169
C 3.2996 -1.7762 -0.2659
C 1.9715 -1.8639 0.1401
H -1.5982 -3.1145 -2.2781
H -2.6336 -3.3917 -0.8757
H -1.0825 -4.2700 -1.0193
H -0.2279 -3.5198 1.4837
H -1.8238 -2.7625 1.7155
H -0.3577 -1.8489 2.0867
H 0.5067 -2.2280 -2.9124
H 2.8624 -2.0862 -3.6155
H 4.6566 -1.7781 -1.9308
H 4.0846 -1.6353 0.4699
H 1.7411 -1.8129 1.2018
N 4.2774 3.3265 1.7255
C 4.2051 2.3289 0.8371
S 5.5002 1.5230 0.2308
C 2.7919 1.9682 0.4409
C 1.7710 1.8666 1.3828
C 0.5161 1.4496 0.9738
N 0.2470 1.1551 -0.3088
C 1.2246 1.2888 -1.2142
C 2.4982 1.6905 -0.8798
H 5.1864 3.6209 2.0359
H 3.4797 3.8886 1.9652
H 1.9512 2.0670 2.4353
H -0.2938 1.3444 1.6826
H 0.9702 1.0519 -2.2400
H 3.2687 1.7630 -1.6349
```


No. 3
The following is a quantum chemistry calculation of C15H25CaFI2NO9P2 as an isolated structure, from the Open Molecules 2025 dataset.

Total charge = -1
LUMO level = -1.145 eV
ΔE to the lowest compared entry with this formula, charge and spin = 0.000 eV
Calculated total energy = -91808.0777 eV

```
56
C15H25CaFI2NO9P2, DFT the ωB97M-V functional and the def2-TZVPD basis
C -2.3465 2.6372 -3.4000
O -1.1150 1.9703 -3.5359
C -1.2892 0.5612 -3.6111
C 0.0380 -0.1585 -3.8607
C 1.0804 0.0582 -2.7607
N 1.6214 1.4387 -2.6792
C 1.8937 2.0976 -3.8180
C 2.4273 3.3575 -3.8297
C 2.6955 4.0207 -2.6240
C 2.4036 3.3110 -1.4486
C 1.8779 2.0392 -1.5093
C 1.6428 1.3506 -0.1913
I 2.9716 -0.2819 0.1495
C 0.7201 1.7015 0.6935
C 0.4719 1.0645 2.0352
I -0.5865 3.3461 0.2381
H -2.6008 2.8151 -2.3396
H -2.3436 3.6114 -3.9102
H -3.1830 2.0599 -3.8390
H -1.7237 0.2009 -2.6543
H -2.0210 0.3418 -4.4122
H -0.1892 -1.2367 -3.8580
H 0.3844 0.0675 -4.8756
H 0.6075 -0.2448 -1.8147
H 1.9210 -0.6440 -2.8936
H 1.7303 1.6370 -4.7879
H 2.6661 3.8831 -4.7499
H 3.1356 5.0221 -2.6199
H 2.5977 3.7601 -0.4754
H 0.7249 1.8034 2.8162
H -0.5834 0.7993 2.2011
H 1.0618 0.1631 2.2290
F 2.8391 5.8483 -4.1227
C -4.0077 -1.2012 4.5292
O -2.9234 -1.0267 5.4493
P -1.5011 -2.1572 5.3686
O -1.3546 -1.8476 3.8943
O -2.5049 -3.4638 5.6011
C -3.0825 -3.6577 6.8759
O -0.1157 -3.1586 5.4616
C 0.6653 -3.4254 4.3164
H -4.0529 -0.3383 3.8636
H -3.8973 -2.1046 3.9374
H -4.9428 -1.2595 5.0943
H -4.1555 -3.8276 6.7524
H -2.9400 -2.7885 7.5294
H -2.6370 -4.5353 7.3485
H 1.0879 -2.5070 3.9055
H 0.0794 -3.9484 3.5600
H 1.4918 -4.0706 4.6265
Ca -2.4108 0.2887 7.2193
O 3.4899 -3.7078 -3.8763
P 3.5207 -2.6786 -5.0064
O 2.1830 -1.9387 -5.1404
O 3.8517 -3.3799 -6.3191
O 4.6254 -1.6671 -4.7321
```